No. 1
Formula: C24H20IN4O2PdS
Source: the Open Molecules 2025 dataset
Level of theory: ωB97M-V/def2-TZVPD

XYZ file:
```
53
Properties=species:S:1:pos:R:3
C -2.597 0.158 1.228
H -0.234 7.549 -2.743
H -3.715 2.316 -0.220
C -2.291 -0.584 2.379
H -5.357 1.630 -0.157
C -0.975 -1.022 2.710
C -0.950 4.607 0.868
H -5.399 -0.546 3.727
C 3.744 -1.522 4.318
H -0.011 2.430 -2.105
H 4.736 -0.922 2.515
Pd 0.189 0.537 0.493
H 4.662 -1.742 4.844
C 1.357 -0.928 2.943
C -0.335 3.380 1.004
C -4.582 -0.379 3.035
C 1.343 -1.362 4.273
H -4.062 0.823 -1.075
H -1.205 5.188 1.743
C -4.297 1.392 -0.175
N 1.739 9.211 -0.586
S -2.044 6.655 -0.642
C 3.786 -1.058 3.014
H -0.950 -1.790 3.479
I 2.734 -0.045 0.400
H -0.608 8.018 1.506
N -4.877 0.342 1.932
C -0.905 4.286 -1.498
C 2.514 -1.667 4.944
C -3.098 -1.625 4.586
H 1.825 8.943 -2.622
C -0.087 8.187 0.574
C 1.069 8.957 0.534
O -1.765 0.386 0.267
H -3.214 -3.508 4.038
H -4.035 -1.681 5.143
C -3.949 0.612 1.054
C -3.333 -0.867 3.303
N -0.006 2.624 -0.051
C -0.556 7.658 -0.617
H -2.385 -1.091 5.219
N 0.154 -0.559 2.271
C 1.267 8.710 -1.723
C 2.604 -0.766 2.360
H 1.469 9.390 1.443
C 0.121 7.928 -1.794
C -0.290 3.068 -1.278
H 2.461 -2.002 5.970
C -1.240 5.077 -0.409
O -2.538 -2.917 4.387
H -0.091 2.987 1.982
H 0.408 -1.444 4.809
H -1.125 4.610 -2.505
```

Computed properties:
E_tot in eV: -57676.9166
LUMO in eV: -4.60
Net charge: +1
Gap between HOMO and LUMO in eV: 6.587

---

No. 2
Formula: C24H20MnN5O4
Source: the Open Molecules 2025 dataset
Level of theory: ωB97M-V/def2-TZVPD

XYZ file:
```
54
Properties=species:S:1:pos:R:3
C 1.700 -1.994 -3.717
C -2.224 2.414 1.679
C -3.270 -2.006 0.702
H 1.154 -2.727 -3.127
C 4.936 1.358 -0.082
H 0.848 3.030 0.414
H 0.166 2.256 -4.588
C -2.291 2.498 -0.721
H -2.834 2.488 -1.658
C 0.452 1.510 -3.863
C 0.288 1.730 -2.493
H 1.098 0.029 -5.283
H -5.001 -3.083 0.085
H -5.628 -3.755 2.388
C -1.198 -0.903 1.539
C -0.158 2.625 0.430
H -2.740 2.337 2.627
H 5.628 1.958 -0.654
C 5.389 0.293 0.740
N 1.272 -0.658 -3.329
C -4.746 -3.148 2.223
C -2.947 2.364 0.495
C 2.111 -0.748 2.134
Mn 0.808 0.406 0.276
C -0.853 2.582 1.647
C 1.184 -0.367 -1.986
H 3.212 2.390 -0.801
C -3.962 -2.748 3.301
O -2.982 -1.654 -0.571
N 2.669 0.910 0.531
C -2.826 -1.996 3.077
H -2.208 -1.050 -0.524
N -0.245 -0.972 2.432
H -4.020 2.225 0.511
O 1.519 -1.171 -1.109
O -0.997 -0.308 0.375
H 4.784 -1.253 2.092
H 6.445 0.061 0.783
H -4.236 -3.033 4.308
C -0.925 2.669 -0.742
N 0.858 -0.335 1.933
C 0.949 0.299 -4.249
C -4.404 -2.781 0.936
N 0.703 0.839 -1.615
C 4.484 -0.427 1.460
H -0.291 2.655 2.568
H 2.763 -2.127 -3.523
O -0.317 2.830 -2.006
H -2.185 -1.694 3.894
H 1.494 -2.143 -4.773
H 2.334 -1.558 2.820
C 3.591 1.603 -0.155
C 3.105 -0.097 1.385
C -2.457 -1.623 1.783
```

Computed properties:
E_tot in eV: -72172.7218
<S²>: 6.11
LUMO (alpha / beta) in eV: -0.33 / -0.59
Gap between HOMO and LUMO (alpha / beta) in eV: 4.775 / 5.707
Spin multiplicity: 5

---

No. 3
Formula: C24H20MoN11O8S
Source: the Open Molecules 2025 dataset
Level of theory: ωB97M-V/def2-TZVPD

XYZ file:
```
65
Properties=species:S:1:pos:R:3
C -4.253 -1.071 -0.343
H -3.795 4.654 0.995
O -1.035 3.156 -3.055
Mo -0.763 0.532 -0.018
N 1.378 0.400 0.148
C -1.191 2.331 -2.169
C -1.680 1.925 2.524
C 4.604 -3.566 -2.007
C -3.204 3.883 1.463
C 4.217 -1.406 -1.016
H -3.579 -1.225 0.501
H -2.402 3.231 -0.383
C 2.371 1.287 0.464
H -4.374 -2.016 -0.874
H 2.162 2.235 0.924
H 1.481 -1.496 -0.796
N -2.572 0.640 -1.054
H 0.936 -1.285 6.220
H 0.091 -2.252 0.833
H -3.847 4.337 3.475
O -4.971 1.643 -4.736
H 0.975 -2.915 2.179
C -2.400 1.458 -2.147
O -3.180 2.956 -4.681
N -0.480 -0.029 2.022
C -0.900 0.821 3.004
O 0.129 -2.740 -1.471
C 6.866 -4.411 -2.288
H 4.554 1.184 0.191
O -1.281 -1.461 -0.020
H 2.669 -2.795 -1.632
H 7.535 -1.977 -1.403
N 0.474 -1.287 3.799
C 0.177 -1.139 2.524
C 1.987 -0.629 -0.417
H -2.334 2.560 4.442
H -5.233 -0.752 0.014
C -2.426 3.061 0.683
C 5.592 -1.183 -0.981
H -2.333 3.124 -4.186
C 6.470 -2.149 -1.439
O -0.419 2.152 -1.154
C -3.925 1.973 -4.243
C -3.222 3.721 2.851
S -0.894 -1.735 -1.496
C 3.727 -2.599 -1.557
H -5.091 -0.033 -2.842
C -3.459 1.275 -3.003
C 3.573 0.769 0.084
C 5.983 -3.359 -1.932
N 3.315 -0.453 -0.483
N 7.559 -5.293 -2.516
N 0.592 -2.109 1.708
N 0.415 -0.474 5.936
N -4.244 0.319 -2.415
H 4.225 -4.494 -2.407
H 0.140 0.226 6.603
O -0.291 -0.377 -1.808
C -2.412 2.745 3.384
N -1.683 2.037 1.170
N -0.658 0.713 4.290
C -3.679 -0.065 -1.260
H 5.992 -0.261 -0.589
C 0.082 -0.344 4.661
O -2.066 -1.968 -2.269
```

Computed properties:
E_tot in eV: -70675.5625
<S²>: 2.01
LUMO (alpha / beta) in eV: -4.23 / -4.88
Net charge: +1
Gap between HOMO and LUMO (alpha / beta) in eV: 7.477 / 6.840
Spin multiplicity: 3

---

No. 4
Formula: C24H20N2O5
Source: the Open Molecules 2025 dataset
Level of theory: ωB97M-V/def2-TZVPD

XYZ file:
```
51
Properties=species:S:1:pos:R:3
H 1.407 1.563 2.167
C 1.335 0.362 -0.996
C -3.457 0.786 0.065
C -4.503 -0.137 -0.019
C 4.105 4.163 -0.639
H -5.045 2.354 -1.474
C 2.609 2.400 -0.872
C 1.595 1.480 1.107
C -4.207 -1.494 -0.051
H 0.934 -0.443 -1.590
H 2.291 1.311 -2.666
C -2.904 -1.935 0.032
O -5.819 0.252 -0.066
C -2.146 0.341 0.153
C -4.973 2.486 -0.386
C 3.229 -4.293 -0.754
C 2.338 2.480 0.498
O 3.376 3.334 -1.517
H 1.446 -4.146 -1.949
H 4.837 -4.240 0.661
C 3.240 -2.957 1.247
C 3.211 4.631 0.508
H 2.344 5.165 0.097
C 1.096 0.415 0.371
H -5.923 1.712 1.386
H -5.118 3.537 -0.133
C 3.856 -3.865 0.409
O 2.777 3.525 1.269
H 3.721 -4.998 -1.406
H 4.961 3.611 -0.228
H -5.025 -2.191 -0.131
C -1.862 -1.018 0.146
C 1.336 -2.905 -0.230
O -3.678 2.142 0.055
H 1.858 -1.151 2.476
C 1.979 -2.459 0.931
C -0.046 -2.478 -0.531
O -0.718 -3.000 -1.399
H -1.365 1.083 0.203
H -7.026 1.863 -0.016
C -6.014 1.600 0.297
H 3.730 -2.622 2.151
C 2.088 1.344 -1.609
N 1.302 -1.588 1.755
N -0.529 -1.465 0.270
H 3.753 5.285 1.193
H -2.690 -2.990 0.007
C 0.356 -0.692 1.115
H 4.463 5.005 -1.233
C 1.970 -3.819 -1.064
H -0.256 -0.243 1.910
```

Computed properties:
E_tot in eV: -38430.2674
Energy relative to the best compared isomer or geometry (same formula, charge and spin) in kcal/mol: 32.1
LUMO in eV: 0.64
Gap between HOMO and LUMO in eV: 8.519

---

No. 5
Formula: C24H20N5O4RuS2
Source: the Open Molecules 2025 dataset
Level of theory: ωB97M-V/def2-TZVPD

XYZ file:
```
56
Properties=species:S:1:pos:R:3
C 4.938 -0.715 -3.491
C 2.819 -1.190 -2.385
O 0.715 -1.629 -1.352
C 3.724 -1.416 -3.414
C -4.573 -0.290 -1.948
H -3.942 2.119 1.274
Ru -0.393 -0.020 -0.664
C -4.224 1.849 0.256
O 6.242 1.087 -2.374
H -1.397 3.009 0.664
C 2.082 3.168 -3.034
C 1.350 2.306 -2.240
H -5.583 -1.530 -3.348
C -2.292 -1.685 -2.569
C 1.961 3.552 -0.282
C -3.338 0.014 -1.320
C -3.469 -2.030 -3.188
N -2.196 -0.693 -1.669
H 0.023 2.377 3.156
C -3.134 1.023 -0.351
N 6.149 4.600 0.991
C 0.541 1.451 -0.083
H 6.363 2.673 -1.020
C 2.706 4.407 -1.081
H -3.483 -2.843 -3.901
C 3.105 -0.249 -1.389
C -0.082 1.613 1.308
H -1.365 -2.212 -2.776
C 1.263 2.480 -0.851
O 4.692 1.515 -0.742
H -5.453 0.287 -1.696
C 4.264 0.465 -1.505
S -0.175 -0.198 1.663
C 5.470 3.941 1.674
S 4.500 3.002 2.645
H -5.163 1.298 0.285
N -1.475 2.059 1.035
H 6.648 1.030 -0.340
H 5.645 -0.889 -4.291
H 3.264 5.207 -0.609
H 0.835 1.466 -2.694
C 6.061 1.631 -1.048
H 3.367 4.893 -3.063
C -4.640 -1.297 -2.867
H 2.416 -0.082 -0.578
C 5.179 0.225 -2.518
N 0.490 2.516 2.265
C 2.768 4.227 -2.453
N -1.865 1.204 -0.028
H 1.475 2.297 2.401
H 1.952 3.729 0.782
H 2.130 2.999 -4.103
C 1.498 -1.944 -2.324
O 1.235 -2.771 -3.194
H 3.462 -2.156 -4.160
H -4.395 2.777 -0.300
```

Computed properties:
E_tot in eV: -65105.8945
<S²>: 0.84
Energy relative to the best compared isomer or geometry (same formula, charge and spin) in kcal/mol: 0.0
LUMO (alpha / beta) in eV: 4.51 / 4.48
Net charge: -2
Gap between HOMO and LUMO (alpha / beta) in eV: 5.255 / 6.264
Spin multiplicity: 2

---

No. 6
Formula: C24H20O20Pd4
Source: the Open Molecules 2025 dataset
Level of theory: ωB97M-V/def2-TZVPD

XYZ file:
```
68
Properties=species:S:1:pos:R:3
H 0.603 -3.841 -3.827
C 2.736 3.942 3.210
O 2.646 -2.136 -3.377
O -0.081 4.962 -0.015
H -0.078 7.856 -0.167
H -1.501 1.947 -3.051
C 2.821 2.805 1.012
C 3.001 1.405 3.238
Pd -4.141 -0.037 -5.511
C 1.635 -4.005 -4.143
O -3.708 0.726 1.554
H -1.382 6.217 0.775
Pd 2.595 2.656 -2.261
O -4.304 0.517 3.761
C 2.368 -2.792 -4.639
H 1.806 -2.191 -5.351
O 1.452 6.447 -0.507
C -1.046 -5.765 3.122
C -0.320 6.060 0.934
C -3.749 0.161 2.791
H -2.333 0.461 0.056
C -2.183 -0.057 -2.689
O 1.277 4.625 -1.780
O 3.331 -2.934 -1.413
C -3.006 -0.136 0.675
O 3.428 0.475 1.121
O 3.042 2.829 -0.175
O 2.581 2.505 5.143
H -0.385 -5.307 3.857
C -1.328 -5.117 1.732
H 2.881 4.990 1.339
C -1.922 -1.375 -2.112
C -3.041 -4.769 3.179
C -1.284 0.995 -2.585
O -2.368 -5.724 3.723
H -1.251 -0.570 1.830
H -2.058 -2.082 1.284
H 3.167 0.488 3.785
H -0.645 -4.338 1.395
H -0.459 -2.648 -1.227
C -0.094 0.862 -1.798
H -3.756 -0.610 0.034
C 3.108 1.433 1.795
O -2.664 -2.395 -2.274
C 2.857 -3.117 -2.512
C 0.574 7.155 0.354
O 0.721 1.766 -1.711
C -2.208 -1.054 1.599
C -0.681 -1.627 -1.507
C 2.755 2.602 3.909
O 2.529 4.995 3.843
Pd 3.473 -1.056 -0.411
O -3.209 0.237 -3.406
H -0.044 5.732 1.934
O -4.107 -4.401 3.739
Pd -4.005 -3.231 -3.992
O 1.357 -0.702 -0.677
H 1.639 -4.708 -4.977
O 2.376 -4.300 -2.938
H 3.235 -3.136 -5.206
O -2.998 -1.001 2.770
C 0.313 -0.598 -1.286
H 1.125 7.678 1.131
C 0.900 5.286 -0.852
H -0.770 -6.815 3.049
C 2.768 4.029 1.826
H -1.407 -5.811 0.896
O -2.586 -4.459 1.985
```

Computed properties:
E_tot in eV: -80026.3458
<S²>: 20.13
Energy relative to the best compared isomer or geometry (same formula, charge and spin) in kcal/mol: 0.0
LUMO (alpha / beta) in eV: -12.40 / -14.68
Net charge: +4
Gap between HOMO and LUMO (alpha / beta) in eV: 6.577 / 3.875
Spin multiplicity: 9